This record from the Open Molecules 2025 dataset describes a molecular structure, C18H17N5O2S in a non-equilibrium geometry. The level of theory is ωB97M-V/def2-TZVPD.

Last column: Mulliken charge in e.
Cartesian coordinates (Å):
C  -5.32  2.14  -0.74  -0.840
H  -5.40  1.26  -1.48  0.257
H  -5.64  1.77  0.25  0.305
H  -6.10  2.78  -1.15  0.350
S  -3.67  2.91  -1.14  -0.039
C  -2.54  1.72  -0.39  0.183
N  -1.17  2.10  -0.29  -0.456
C  -0.54  0.91  0.00  1.257
C  -1.01  -0.38  0.34  0.161
N  -2.35  -0.41  0.26  -0.021
N  -3.21  0.38  0.12  -0.958
C  -0.27  -1.64  0.81  0.554
C  -0.94  -2.66  0.58  -0.704
C  -0.47  -3.86  1.28  -0.963
C  0.90  -3.96  1.52  -1.055
C  1.74  -2.63  1.69  -0.767
C  1.12  -1.36  1.13  0.058
N  1.94  -0.27  1.22  0.612
C  2.48  0.04  2.26  1.487
O  3.47  1.02  2.24  -0.699
C  2.41  -0.66  3.54  -1.753
H  2.58  0.20  4.56  0.264
H  3.10  -1.35  3.90  0.382
H  1.47  -0.96  3.82  0.538
C  1.68  0.27  0.00  -0.401
C  1.71  -0.16  -1.29  0.410
C  2.00  -1.42  -1.76  -0.614
C  1.70  -1.67  -2.94  -0.974
C  1.77  -0.26  -3.42  -0.273
N  1.66  0.63  -2.42  0.340
C  1.44  1.88  -2.50  -0.928
H  0.55  2.22  -2.31  0.456
H  1.63  2.26  -3.55  0.358
H  2.36  2.50  -2.03  0.264
H  1.62  0.07  -4.52  0.252
H  1.75  -2.53  -3.46  0.610
H  1.99  -2.45  -1.08  0.038
O  0.80  1.63  0.33  -0.473
H  2.70  1.15  0.16  0.385
H  2.72  -2.75  2.07  0.398
H  1.40  -4.60  1.95  0.739
H  -0.86  -4.71  1.43  0.645
H  -1.91  -2.67  0.47  0.611

HOMO energy   -7.48 eV
Molecular weight   367.4 g/mol
Lowest unoccupied orbital energy   -0.012 Ha
Max |F|   15.84 eV Å⁻¹

=====

This record from the Open Molecules 2025 dataset describes 2 unconnected molecules or ions with the total composition C7H14FN4 in a non-equilibrium geometry. The level of theory is ωB97M-V/def2-TZVPD.

Last column: Mulliken charge in e.
Cartesian coordinates (Å):
C  -0.34  0.58  -1.47  -0.676
C  0.95  1.38  -1.63  -0.672
C  -0.68  0.20  -0.30  0.159
C  1.35  1.16  0.67  0.124
C  -2.92  0.71  0.61  -0.801
C  1.69  -1.85  -0.23  -0.608
C  0.64  -2.59  -0.40  -0.051
N  1.77  1.56  -0.44  -0.548
N  0.03  0.51  0.91  -0.310
N  2.18  1.04  1.74  -0.269
N  -2.01  -0.38  0.10  0.011
F  -0.32  -2.56  0.57  -0.295
H  -0.92  0.38  -2.38  0.449
H  0.62  2.30  -2.02  0.433
H  -2.48  1.07  1.60  0.306
H  -2.88  1.55  -0.02  0.358
H  -3.97  0.23  0.54  0.342
H  2.51  -1.84  -0.93  0.287
H  2.00  -1.09  0.53  0.321
H  1.64  0.86  -2.38  0.333
H  0.37  -3.19  -1.22  0.440
H  0.15  -0.41  1.46  0.388
H  1.86  0.79  2.61  0.187
H  3.00  1.56  1.71  0.244
H  -2.35  -1.04  -0.58  0.430
H  -1.89  -0.91  0.96  0.417

HOMO energy   -12.46 eV
Molecular weight   173.2 g/mol
Total charge   +1
Lowest unoccupied orbital energy   -0.112 Ha
Max |F|   3.81 eV Å⁻¹

=====

This record from the Open Molecules 2025 dataset describes C2H2N4O in the gas phase in a non-equilibrium geometry. The level of theory is ωB97M-V/def2-TZVPD.

Last column: Mulliken charge in e.
Cartesian coordinates (Å):
H  2.65  -0.95  0.14  0.282
N  2.34  0.17  0.18  -0.561
C  0.99  0.14  -0.07  0.534
N  0.21  1.47  -0.33  -0.145
N  -1.09  1.27  -0.11  -0.106
C  -1.61  -0.06  0.30  0.003
N  -1.07  -1.20  -0.19  -0.156
O  0.31  -1.04  -0.30  -0.164
H  -2.74  0.21  0.39  0.314

HOMO energy   -10.30 eV
Molecular weight   98.1 g/mol
SMILES string   [H]/N=c1/nncno1
Lowest unoccupied orbital energy   -0.065 Ha
Max |F|   6.43 eV Å⁻¹

=====

This record from the Open Molecules 2025 dataset describes 2 unconnected molecules or ions with the total composition C5H11NO2. The level of theory is ωB97M-V/def2-TZVPD.

Last column: Mulliken charge in e.
Cartesian coordinates (Å):
C  3.13  -0.50  -0.76  -0.743
C  2.65  -0.56  0.47  -0.235
C  1.17  -0.48  0.83  -0.778
C  0.23  -1.30  -0.09  0.504
N  -0.60  -2.16  0.71  -0.634
C  -0.63  -0.27  -0.83  -0.332
O  -0.26  0.24  -1.85  -0.475
H  4.20  -0.55  -0.94  0.264
H  2.50  -0.45  -1.65  0.256
H  3.31  -0.60  1.32  0.319
H  1.03  -0.73  1.89  0.500
H  0.92  0.58  0.81  0.275
H  0.87  -1.83  -0.80  0.340
H  -0.30  -2.38  1.64  0.174
H  -1.01  -2.98  0.28  0.197
H  -1.58  -0.04  -0.33  0.367
O  -5.36  4.50  0.10  -0.643
H  -5.39  4.16  -0.80  0.321
H  -4.90  5.35  0.01  0.322

HOMO energy   -9.26 eV
Molecular weight   117.1 g/mol
SMILES string   C=CC[C@@H](N)C=O.O
Lowest unoccupied orbital energy   0.034 Ha
Max |F|   0.81 eV Å⁻¹

=====

This record from the Open Molecules 2025 dataset describes a molecular structure, C23H41N2OOsP3 in a non-equilibrium geometry. The level of theory is ωB97M-V/def2-TZVPD.

Last column: Mulliken charge in e.
Cartesian coordinates (Å):
Os  0.38  -0.03  0.99  1.703
P  2.07  1.06  2.23  0.735
P  -0.74  1.64  -0.10  0.728
P  1.59  -0.60  -0.88  0.403
H  -1.93  -1.46  0.65  0.547
C  -0.90  -1.56  0.31  -0.863
C  0.09  -2.07  1.27  -0.746
H  -0.33  -2.41  2.22  0.697
C  2.11  1.71  3.95  -1.383
C  2.64  2.62  1.43  -1.273
C  3.44  -0.15  2.33  -1.193
C  -2.14  1.10  -1.15  -1.203
C  -1.55  2.84  1.02  -1.331
C  0.23  2.74  -1.21  -1.381
C  2.54  -2.18  -0.90  -1.504
C  2.95  0.56  -1.28  -1.583
C  0.64  -0.75  -2.45  -1.537
H  -0.82  -1.94  -0.72  0.291
H  0.89  -2.72  0.87  0.139
H  1.94  0.91  4.67  0.392
H  1.37  2.50  4.08  0.416
H  3.11  2.12  4.18  0.561
H  1.81  3.34  1.41  0.401
H  2.98  2.44  0.41  0.366
H  3.47  3.04  2.01  0.576
H  3.06  -1.07  2.80  0.354
H  4.24  0.25  2.96  0.508
H  3.84  -0.40  1.34  0.308
H  -2.57  1.98  -1.66  0.497
H  -2.91  0.64  -0.52  0.436
H  -1.82  0.37  -1.91  0.221
H  -1.98  3.65  0.41  0.580
H  -0.82  3.25  1.72  0.362
H  -2.35  2.33  1.57  0.415
H  -0.43  3.54  -1.56  0.593
H  0.62  2.19  -2.08  0.324
H  1.07  3.19  -0.66  0.332
H  3.15  -2.21  -1.82  0.527
H  1.88  -3.05  -0.90  0.488
H  3.21  -2.24  -0.04  0.399
H  3.46  0.23  -2.20  0.603
H  3.69  0.59  -0.47  0.469
H  2.58  1.58  -1.45  0.353
H  1.28  -1.18  -3.24  0.619
H  0.25  0.21  -2.80  0.562
H  -0.22  -1.43  -2.34  0.285
C  -2.44  -0.93  -5.88  0.832
C  -3.55  -1.39  -6.61  -0.536
C  -3.80  -2.76  -6.68  -0.494
C  -2.92  -3.66  -6.06  -0.439
C  -1.78  -3.20  -5.40  -0.278
C  -1.51  -1.83  -5.34  -0.227
O  -2.24  0.38  -5.56  -0.380
H  -2.95  0.92  -5.99  0.364
H  -4.21  -0.66  -7.09  0.368
H  -4.67  -3.13  -7.22  0.432
H  -3.13  -4.73  -6.11  0.439
H  -1.09  -3.90  -4.92  0.424
H  -0.63  -1.43  -4.85  0.487
N  -0.45  0.29  8.88  -0.271
C  -0.66  0.31  7.72  -0.295
C  -0.86  0.19  6.30  0.572
C  -0.33  -0.93  5.66  -0.768
C  -0.23  -0.93  4.28  -0.218
N  -0.69  0.06  3.48  0.159
C  -1.43  1.00  4.09  -0.235
C  -1.56  1.09  5.48  -0.659
H  -0.14  -1.85  6.22  0.521
H  0.33  -1.73  3.79  0.366
H  -1.92  1.73  3.44  0.125
H  -2.18  1.88  5.90  0.520

HOMO energy (alpha / beta)   -19.86 / -19.84 eV
Molecular weight   644.7 g/mol
Total charge   +4
Spin multiplicity   5
Lowest unoccupied orbital energy (alpha / beta)   -0.447 / -0.572 Ha
Max |F|   3.72 eV Å⁻¹

=====

This record from the Open Molecules 2025 dataset describes a gas-phase ion, C5H14N3 (charge +1) in a non-equilibrium geometry. The level of theory is ωB97M-V/def2-TZVPD.

Last column: Mulliken charge in e.
Cartesian coordinates (Å):
C  -2.79  -0.87  -0.26  -0.986
N  -1.52  -0.46  0.45  -0.272
C  -1.08  0.88  0.35  -0.538
C  -0.04  1.09  -0.78  -1.013
N  1.22  0.34  -0.47  0.052
C  2.05  1.08  0.37  -1.074
C  1.21  -0.96  -0.49  0.240
N  2.14  -1.72  0.08  -0.359
H  -3.47  -1.05  0.51  0.341
H  -3.14  -0.10  -0.91  0.349
H  -2.59  -1.74  -0.83  0.309
H  -1.53  -0.87  1.42  0.274
H  -0.61  1.26  1.24  0.470
H  -1.79  1.68  0.12  0.351
H  -0.25  0.65  -1.74  0.380
H  0.14  2.09  -0.79  0.473
H  1.90  0.89  1.43  0.456
H  3.23  1.00  0.20  0.339
H  1.75  2.12  0.23  0.339
H  0.34  -1.27  -0.97  0.418
H  2.90  -1.40  0.61  0.212
H  1.94  -2.63  0.23  0.240

HOMO energy   -12.72 eV
Molecular weight   116.2 g/mol
Total charge   +1
SMILES string   CNCCN(C)C=[NH2+]
Lowest unoccupied orbital energy   -0.111 Ha
Max |F|   4.20 eV Å⁻¹

=====

This record from the Open Molecules 2025 dataset describes 3 unconnected molecules or ions with the total composition C4H10N in a non-equilibrium geometry. The level of theory is ωB97M-V/def2-TZVPD.

Last column: Mulliken charge in e.
Cartesian coordinates (Å):
C  0.27  -1.06  -0.06  -0.285
N  0.28  -0.28  -1.16  -0.088
C  0.93  0.90  -0.85  -0.301
C  1.75  0.97  0.44  -0.567
C  1.81  -0.58  0.60  -0.635
H  -0.23  -1.01  0.88  0.352
H  0.49  -2.17  -0.16  0.375
H  -7.17  0.18  -0.33  -0.011
H  -8.01  0.05  -0.10  0.011
H  -0.02  1.58  -0.71  0.337
H  1.65  1.09  -1.63  0.372
H  2.75  1.44  0.42  0.364
H  1.22  1.25  1.33  0.298
H  1.90  -1.27  1.55  0.418
H  2.40  -1.08  -0.20  0.361

HOMO energy   -15.36 eV
Molecular weight   72.1 g/mol
Total charge   +1
Lowest unoccupied orbital energy   -0.305 Ha
Max |F|   4.32 eV Å⁻¹

=====

This record from the Open Molecules 2025 dataset describes 2 unconnected molecules or ions with the total composition C3H10OS in a non-equilibrium geometry. The level of theory is ωB97M-V/def2-TZVPD.

Last column: Mulliken charge in e.
Cartesian coordinates (Å):
C  -0.49  1.50  -0.75  -1.163
C  -0.03  0.79  0.53  0.528
C  1.35  0.21  0.40  -1.145
O  -0.94  -0.30  0.85  -0.482
H  -1.49  1.97  -0.67  0.373
H  -0.48  0.71  -1.53  0.279
H  0.27  2.26  -1.00  0.330
H  -0.07  1.45  1.41  0.148
H  2.12  0.87  -0.02  0.349
H  1.34  -0.68  -0.25  0.228
H  1.80  -0.16  1.33  0.301
H  -1.85  0.03  0.71  0.281
S  -0.22  -3.41  -0.38  -0.312
H  -0.76  -2.76  0.65  0.158
H  -0.56  -2.48  -1.28  0.125

HOMO energy   -9.37 eV
Molecular weight   94.2 g/mol
SMILES string   CC(C)O.S
Lowest unoccupied orbital energy   0.030 Ha
Max |F|   1.68 eV Å⁻¹

=====

This record from the Open Molecules 2025 dataset describes 2 unconnected molecules or ions with the total composition H3N2O2S2 in a non-equilibrium geometry. The level of theory is ωB97M-V/def2-TZVPD.

Last column: Mulliken charge in e.
Cartesian coordinates (Å):
N  -1.16  -1.73  1.21  -0.255
N  -0.87  -2.66  0.37  -0.244
O  1.59  1.10  -1.87  -0.532
O  0.04  2.67  -0.46  -0.556
S  0.90  -0.01  0.69  -0.476
S  1.45  1.52  -0.49  0.348
H  -0.63  -2.06  2.03  0.234
H  0.13  3.49  -0.95  0.265
H  -1.44  -2.32  -0.53  0.216

HOMO energy   -3.46 eV
Molecular weight   127.2 g/mol
Total charge   -1
Lowest unoccupied orbital energy   0.141 Ha
Max |F|   4.33 eV Å⁻¹

=====

What is the molecular weight in the eighth record?
94.2 g/mol

=====

What is the formula in the eighth record?
C3H10OS

=====

Which value of max |F| does entry 7 give?
4.32 eV Å⁻¹

=====

Among the records above, which one has the lowest molecular weight?
C4H10N